(1)
DFT (ωB97M-V/def2-TZVPD) results for a structure of composition C21H32F3IN2O8PSTi.

Values from the calculation:
Frontier orbital gap (spin up / spin down)   4.08 / 6.09 eV
HOMO energy (spin up / spin down)   -1.9 / -4.0 eV
Energy relative to the best compared isomer or geometry (same formula, charge and spin)   1.031 eV
⟨S²⟩   2.02
Total charge   -1
LUMO (spin up / spin down)   2.1 / 2.1 eV
Multiplicity   3

Each line ends with the Löwdin charge.
CARTESIAN COORDINATES (ANGSTROEM)
Ti1 0.76628 2.43167 -0.16783  0.862
O1 2.57350 -0.90381 1.17425  0.077
C1 2.46797 0.09723 0.53016  -0.564
O2 1.69496 1.11358 0.95366  -0.174
C2 3.12624 0.28237 -0.81469  -0.124
C3 3.70696 1.66099 -0.88998  -0.202
C4 4.62925 1.95683 -2.04662  -0.094
C5 3.57981 1.80427 -3.21855  -0.117
C6 2.21120 1.59488 -2.63589  -0.159
O3 2.47340 2.48991 -1.34830  -0.206
C7 2.09291 0.19754 -1.98634  -0.071
C8 0.55746 -0.09427 -1.69476  -0.515
O4 -0.05032 -1.13670 -1.96006  -0.046
O5 -0.07683 0.95944 -1.21269  -0.170
H1 3.76893 -0.57653 -0.72693  0.153
H2 4.02030 2.05302 0.06970  0.162
H3 5.05558 2.92894 -1.84697  0.105
H4 5.49024 1.24744 -1.94523  0.129
H5 3.59825 2.74072 -3.87112  0.133
H6 3.81631 0.90911 -3.87797  0.131
H7 1.39588 2.02440 -3.24545  0.164
H8 2.47532 -0.53142 -2.68591  0.139
F1 -3.95167 3.81172 -1.78814  0.103
C9 -2.86921 3.03044 -2.06270  -0.567
F2 -3.16159 1.77836 -1.83039  0.189
F3 -2.56281 3.22065 -3.39283  0.083
S1 -1.37772 3.82838 -1.10223  0.609
O6 -1.32023 3.06715 0.18246  -0.374
O7 -1.79479 5.20243 -0.84737  -0.298
O8 -0.03209 3.68203 -1.70054  -0.351
I1 1.75161 4.56034 5.63935  0.730
C10 1.24990 4.38177 3.57596  -0.716
C11 0.41428 5.26471 2.82459  -0.177
N1 0.29034 4.85255 1.56057  0.022
N2 1.04776 3.70002 1.42941  -0.094
C12 1.64857 3.43394 2.65416  -0.183
H9 0.04296 6.21817 3.16714  0.098
H10 -0.29313 5.21878 0.81803  0.118
H11 2.11848 2.47421 2.88515  0.109
C13 -2.35768 -0.20817 1.64249  -0.126
C14 -1.79314 -1.61716 1.72158  -0.545
C15 -0.49674 -1.67764 2.69405  -0.082
P1 -1.51388 -2.40643 0.07952  1.108
C16 -0.49376 -4.06979 0.31777  -0.494
C17 -0.42017 -4.61686 1.70624  -0.156
C18 0.87418 -3.81957 -0.35118  -0.139
C19 -3.21393 -2.87733 -0.43220  -0.577
C20 -3.20137 -3.24852 -1.88576  -0.149
C21 -3.79164 -4.00850 0.49135  -0.109
H12 -3.25640 -0.15707 0.96152  0.076
H13 -1.61096 0.52688 1.26468  0.069
H14 -2.61966 0.11663 2.66578  0.076
H15 -2.54208 -2.30352 2.13037  0.062
H16 0.50307 -1.80412 2.24425  0.055
H17 -0.70165 -2.45043 3.44955  0.056
H18 -0.49162 -0.72343 3.21077  0.056
H19 -0.96615 -4.80682 -0.35629  0.091
H20 0.28407 -4.17065 2.40228  0.064
H21 -0.17661 -5.67044 1.60703  0.067
H22 -1.33452 -4.67949 2.27880  0.061
H23 1.58015 -3.13701 0.15072  0.065
H24 0.75719 -3.40814 -1.36055  0.053
H25 1.40445 -4.75416 -0.43637  0.055
H26 -3.83983 -1.98857 -0.29441  0.094
H27 -2.70905 -4.24896 -1.98457  0.079
H28 -2.58397 -2.45873 -2.37093  0.073
H29 -4.21704 -3.37021 -2.25550  0.065
H30 -3.04472 -4.78747 0.50002  0.048
H31 -4.68558 -4.45522 0.14985  0.048
H32 -3.91524 -3.69436 1.49407  0.042

Cartesian forces, eV/Å:
-0.17 0.03 0.65
0.89 -1.83 0.56
-3.18 3.07 1.06
1.96 -1.83 -0.03
-1.07 -0.57 0.69
-1.43 1.73 -0.54
-0.37 -1.55 0.78
1.89 0.10 -2.57
1.20 1.24 2.36
0.96 -2.03 -1.03
-0.76 0.16 -0.53
-1.79 0.45 0.42
2.25 1.30 -0.82
0.77 -1.75 -1.20
0.99 -0.06 -1.02
-0.06 0.14 0.12
-0.16 0.52 -0.64
-0.73 0.27 -0.84
-0.04 -1.28 0.78
-0.02 1.14 0.57
0.26 -0.41 0.75
-0.19 -0.38 -0.30
0.91 -0.94 -0.16
0.58 1.83 -1.15
0.39 0.41 0.07
-0.50 -0.51 1.11
-0.16 0.23 3.28
-0.87 0.15 -1.43
0.15 -0.87 -1.12
-1.60 0.68 -1.40
-0.28 -0.09 -1.23
-1.23 1.78 -0.87
0.54 0.73 2.40
2.08 -1.47 1.49
0.38 -0.01 0.56
-0.96 -0.22 -0.81
-0.30 -0.10 -0.08
0.11 -0.21 0.06
-0.04 0.49 -0.72
-0.17 0.53 -0.61
1.12 -1.46 1.01
-1.45 0.09 -0.52
1.57 0.54 -0.57
-0.77 1.90 -0.83
0.16 -1.34 0.71
0.24 0.40 0.01
-0.97 -1.05 1.98
0.94 -0.51 -0.07
1.49 0.59 -1.29
0.80 0.06 0.79
-0.42 -0.60 0.06
-0.18 -0.07 -0.44
-0.09 0.42 0.72
-0.63 -0.01 -0.13
0.36 0.18 -0.24
0.20 0.18 0.17
-0.22 0.26 0.37
0.33 0.22 -0.42
0.56 -0.42 0.16
-0.74 0.45 -0.17
-0.62 -0.02 0.25
-0.19 -0.10 0.22
0.27 -0.66 -0.05
0.20 0.13 -0.03
-0.14 0.76 -0.20
-0.65 -0.73 -0.34
-0.04 0.26 -0.36
0.21 -0.51 0.07
-1.29 -0.31 -0.54
-0.24 0.47 1.05

---

(2)
DFT (ωB97M-V/def2-TZVPD) results for a structure of composition C21H32F5NO3PdS4Si.

Values from the calculation:
Frontier orbital gap (spin up / spin down)   7.82 / 5.78 eV
HOMO energy (spin up / spin down)   -8.0 / -8.0 eV
Energy relative to the best compared isomer or geometry (same formula, charge and spin)   0.344 eV
⟨S²⟩   2.01
LUMO (spin up / spin down)   -0.2 / -2.2 eV
Multiplicity   3

Each line ends with the Löwdin charge.
CARTESIAN COORDINATES (ANGSTROEM)
Pd1 0.37651 -0.99360 1.18199  0.313
F1 -0.09498 -7.22517 4.50453  0.136
C1 0.13888 -6.30968 3.57262  -0.149
C2 -0.73802 -5.26246 3.39074  -0.155
F2 -1.82732 -5.17473 4.15516  0.121
C3 -0.48659 -4.31661 2.42009  -0.273
F3 -1.38219 -3.35176 2.28886  0.064
C4 0.64945 -4.35118 1.60755  -0.524
S1 1.03288 -3.17277 0.36568  0.681
C5 1.50565 -5.42695 1.82593  -0.253
F4 2.61145 -5.54713 1.09670  0.093
C6 1.26118 -6.39304 2.78026  -0.148
F5 2.11089 -7.40308 2.95064  0.131
C7 2.74696 -1.04424 -2.34949  -0.035
C8 2.18727 0.31582 -1.98342  -0.618
C9 3.14679 1.03755 -1.04080  -0.021
C10 1.93483 1.14573 -3.23737  -0.023
O1 0.91898 0.05178 -1.30578  -0.215
Si1 -0.30251 1.11021 -0.97440  -0.138
S2 -1.55279 0.00154 0.35599  0.374
O2 0.34924 2.40739 -0.25436  -0.148
C11 0.00646 3.79812 -0.17923  -0.640
C12 0.88136 4.37652 0.91965  -0.025
C13 -1.46920 3.94371 0.17781  -0.026
C14 0.31015 4.46473 -1.51559  -0.025
O3 -1.10639 1.62804 -2.29261  -0.157
C15 -2.05775 1.01194 -3.18881  -0.640
C16 -3.45129 1.17954 -2.59706  -0.033
C17 -1.93832 1.77363 -4.49934  -0.028
C18 -1.73159 -0.46424 -3.40194  -0.030
H1 3.65926 -0.92335 -2.93956  0.092
H2 2.01830 -1.61155 -2.93649  0.092
H3 2.98650 -1.61429 -1.45053  0.066
H4 4.14830 1.07359 -1.48134  0.094
H5 3.20077 0.50188 -0.09367  0.063
H6 2.80799 2.05496 -0.83925  0.075
H7 2.88273 1.34054 -3.74400  0.095
H8 1.47116 2.10581 -2.98758  0.073
H9 1.27425 0.61078 -3.92556  0.079
H10 0.66982 3.87638 1.86872  0.087
H11 0.69275 5.44801 1.03113  0.090
H12 1.93677 4.22610 0.67862  0.086
H13 -1.68391 3.41296 1.11017  0.087
H14 -2.09614 3.52345 -0.61448  0.077
H15 -1.72402 4.99904 0.30485  0.091
H16 1.37347 4.36711 -1.75445  0.087
H17 0.06068 5.52927 -1.47182  0.091
H18 -0.27482 3.99668 -2.31029  0.076
H19 -3.68519 2.24082 -2.47029  0.088
H20 -3.51170 0.68880 -1.62222  0.054
H21 -4.19784 0.73246 -3.25999  0.091
H22 -2.15699 2.83360 -4.34039  0.088
H23 -2.64154 1.37398 -5.23516  0.090
H24 -0.92245 1.68387 -4.89533  0.083
H25 -1.83362 -1.02663 -2.47032  0.070
H26 -0.70568 -0.58155 -3.76359  0.079
H27 -2.41354 -0.89237 -4.14185  0.093
S3 2.04066 -0.24038 2.68318  0.616
C19 0.52186 -0.62682 3.37748  -1.197
N1 0.30376 -1.71907 4.13811  -0.069
C20 -0.98680 -1.83401 4.79763  -0.225
C21 -1.41045 -0.40246 5.10807  -0.401
S4 -0.68946 0.60232 3.77130  0.901
H28 0.95664 -2.48398 4.09931  0.136
H29 -0.87585 -2.42377 5.70527  0.130
H30 -1.72024 -2.31679 4.15041  0.105
H31 -1.01395 -0.05039 6.05869  0.079
H32 -2.49148 -0.28458 5.09123  0.082

Cartesian forces, eV/Å:
0.17 -0.53 -1.02
-0.05 -0.17 0.16
-0.04 -0.05 0.09
0.05 -0.05 0.01
-0.18 0.06 0.09
0.42 -0.27 -0.16
-0.48 0.52 -0.37
-0.09 0.12 0.14
-0.36 0.49 0.23
0.06 0.08 -0.09
0.13 -0.04 -0.06
0.17 -0.09 -0.06
0.09 -0.08 0.00
-0.05 -0.16 -0.09
-0.20 0.08 0.06
-0.13 0.06 -0.01
-0.07 0.04 0.02
0.29 0.28 -0.11
-0.14 -0.45 0.02
0.34 0.02 -0.06
0.22 0.12 -0.08
-0.16 -0.01 0.01
0.05 0.02 0.10
-0.03 -0.06 0.01
0.00 0.00 -0.06
-0.16 -0.01 -0.10
0.08 -0.04 0.07
-0.02 0.01 0.05
0.06 0.07 -0.05
0.08 0.01 0.06
-0.05 -0.04 0.04
0.08 0.06 0.05
-0.02 -0.02 0.00
-0.12 -0.01 0.03
0.04 -0.03 0.04
0.02 -0.06 0.00
-0.04 0.00 0.01
0.08 -0.11 -0.05
0.06 0.06 0.05
0.03 0.05 -0.07
0.03 -0.08 0.01
-0.07 0.02 0.02
0.01 0.05 -0.08
0.04 0.05 0.07
-0.01 -0.07 -0.01
-0.08 0.01 0.02
0.04 -0.09 -0.01
0.04 0.05 0.04
0.02 -0.10 -0.01
-0.02 0.02 -0.08
0.05 0.05 0.06
0.02 -0.10 -0.03
0.06 0.05 0.04
-0.11 0.01 0.02
0.02 0.02 -0.04
-0.12 0.00 0.02
0.05 0.04 0.06
-0.49 -0.09 -0.23
0.30 0.26 1.45
-0.02 0.07 -0.15
-0.10 0.07 0.04
0.08 0.07 -0.06
0.02 -0.07 -0.12
0.05 -0.08 -0.08
-0.01 -0.02 0.04
0.05 0.03 0.04
-0.01 -0.03 0.03
0.03 -0.03 0.04

---

no.,E (a.u.)
1,-3717.21999
2,-3609.49135